122
Properties=species:S:1:pos:R:3 method="wB97M-V/def2-TZVPD" multiplicity=7 relative_energy_ev=0.000 e_homo_ev="-9.4 / -11.1" max_force_ev_per_a=4.657 total_charge=+1 s_squared=12.0015
Ba 7.98273 -23.96539 -5.58540
Mn 9.29117 -28.11557 1.93829
C 7.35698 -27.01260 -1.77437
C 7.63166 -25.93213 -2.71966
C 8.78654 -24.83872 -2.35723
O 8.97284 -23.84739 -3.06496
C 9.52299 -25.14146 -1.12916
C 9.26581 -26.22399 -0.36250
C 8.09915 -27.15926 -0.65658
O 7.76560 -28.13321 0.16724
O 9.97448 -26.36397 0.70237
O 7.12551 -25.81647 -3.83998
H 6.53075 -27.67787 -1.97725
H 10.41074 -24.57539 -0.88861
C 9.88898 -29.10956 -3.50707
C 11.02656 -28.30098 -2.92049
C 11.90448 -27.65243 -4.06264
C 11.17897 -26.54129 -4.66242
N 10.63984 -25.66322 -5.13108
H 9.33726 -29.67069 -2.75286
H 10.21945 -29.83174 -4.25362
H 9.17109 -28.48060 -4.03352
H 11.55525 -29.06549 -2.35119
H 10.62207 -27.55466 -2.23675
H 12.29681 -28.29876 -4.84778
H 12.75582 -27.22624 -3.53191
C 6.51343 -29.45764 -4.52564
C 5.98604 -29.69492 -5.94595
C 6.92934 -29.27859 -7.12461
C 7.34989 -27.87483 -7.04737
N 7.60627 -26.71588 -6.96370
H 6.92418 -28.47368 -4.29937
H 7.30919 -30.18197 -4.35181
H 5.68555 -29.60234 -3.83154
H 5.06218 -29.11935 -6.00344
H 5.62029 -30.71677 -6.04670
H 6.52986 -29.36072 -8.13543
H 7.80983 -29.91193 -7.01639
C 11.93548 -19.15759 0.35010
C 12.05020 -20.55875 -0.27842
C 10.61799 -21.09681 -0.39516
C 9.95090 -20.45383 -1.54931
N 9.43211 -19.95065 -2.47582
H 11.51267 -18.45234 -0.36540
H 12.91170 -18.75877 0.62586
H 11.25554 -19.08624 1.19904
H 12.51795 -21.28176 0.38984
H 12.55525 -20.53733 -1.24411
H 9.97414 -21.00653 0.47971
H 10.62862 -22.14889 -0.67995
C 3.96366 -24.69383 -2.37414
C 3.03586 -25.39338 -3.30162
C 3.70147 -26.01089 -4.50575
C 4.49912 -25.07090 -5.38436
N 5.09776 -24.33671 -6.03418
H 4.71777 -25.42641 -2.08649
H 3.47358 -24.20593 -1.53160
H 4.57470 -23.96852 -2.91141
H 2.20415 -24.73098 -3.54158
H 2.58229 -26.13216 -2.64088
H 3.01595 -26.59258 -5.12202
H 4.43637 -26.75267 -4.19302
C 15.32999 -27.21537 -0.25414
C 14.37070 -26.06950 -0.49000
C 13.18084 -26.10467 0.49666
C 13.57538 -26.12370 1.90528
N 13.94139 -26.02563 2.99348
H 14.80853 -28.11495 -0.58113
H 15.67416 -27.30801 0.77594
H 16.22745 -27.12356 -0.86589
H 13.99004 -26.09090 -1.51114
H 14.89170 -25.11224 -0.50753
H 12.66965 -27.05810 0.36347
H 12.51562 -25.24292 0.44227
C 5.94120 -23.90830 1.28018
C 7.03412 -22.99599 0.67650
C 6.71266 -22.42192 -0.67979
C 5.72800 -21.31601 -0.69327
N 4.93236 -20.43889 -0.62199
H 6.16823 -24.25853 2.28711
H 5.76236 -24.76289 0.62766
H 4.93901 -23.48381 1.33949
H 7.99013 -23.51378 0.59884
H 7.26222 -22.14068 1.31252
H 6.35862 -23.16656 -1.39272
H 7.57954 -21.99179 -1.18140
C 13.94589 -23.04665 -2.84964
C 12.64744 -23.24492 -3.67621
C 12.34004 -21.94682 -4.43293
C 11.04936 -21.96042 -5.14106
N 9.99005 -21.94415 -5.68403
H 13.72634 -22.29401 -2.09239
H 14.79158 -22.63053 -3.39713
H 14.25221 -23.98011 -2.37749
H 11.80470 -23.43274 -3.01092
H 12.74948 -24.05092 -4.40288
H 13.14123 -21.75481 -5.14660
H 12.31100 -21.11752 -3.72617
C 8.76587 -22.54746 4.06839
C 9.51422 -23.80353 3.54439
C 10.80451 -23.54123 2.73151
C 11.75337 -22.57529 3.25598
N 12.57759 -21.88684 3.69025
H 8.30208 -22.02886 3.22931
H 9.37796 -21.82976 4.61462
H 8.01068 -22.90960 4.76600
H 8.86183 -24.38414 2.89218
H 9.78605 -24.37877 4.42943
H 10.50134 -23.11992 1.77303
H 11.33841 -24.44695 2.44391
C 2.66271 -27.03779 1.37149
C 3.98615 -27.66355 0.86376
C 3.84274 -28.94789 0.09464
C 2.91264 -28.87258 -1.06508
N 2.20922 -28.75785 -2.00098
H 2.24390 -26.35087 0.63606
H 2.84691 -26.42654 2.25497
H 1.83821 -27.72055 1.57676
H 4.61673 -27.77349 1.74601
H 4.49433 -26.94103 0.22515
H 3.43136 -29.70773 0.75910
H 4.77527 -29.38777 -0.25889